Record 1
# C29H32AsCaI2N5O3S4

A structure of composition C29H32AsCaI2N5O3S4 at a distorted geometry (ωB97M-V/def2-TZVPD, the Open Molecules 2025 dataset).

ΔE to the lowest compared entry with this formula, charge and spin = 19.0 kcal per mole
net charge = 0
LUMO energy = 0.1 eV
E_tot = -6725.4774 hartree

Each line ends with the Löwdin charge.
Element x y z (Å)
Ca 0.091 -0.120 -0.142  1.235
I -0.354 4.609 5.630  0.795
C -0.039 2.937 4.377  -0.730
C -0.588 1.718 4.726  -0.247
C -0.394 0.641 3.887  -0.608
I -1.178 -1.230 4.466  0.919
C 0.305 0.707 2.660  -0.482
O 0.400 -0.298 1.854  -0.318
C 0.902 1.972 2.388  -0.169
C 1.750 2.106 1.154  -0.151
N 0.953 2.051 -0.079  -0.165
C 0.031 3.166 -0.248  -0.165
C -1.393 2.758 0.032  -0.319
C -2.472 3.497 -0.445  -0.037
C -3.751 3.112 -0.087  -0.052
C -3.914 2.041 0.779  -0.055
C -2.782 1.368 1.203  -0.128
N -1.556 1.689 0.804  0.080
C 0.722 3.054 3.227  -0.128
H -1.150 1.607 5.642  0.075
H 2.447 1.262 1.132  0.119
H 2.328 3.039 1.216  0.127
H 1.587 1.982 -0.867  0.099
H 0.097 3.583 -1.255  0.113
H 0.279 3.971 0.457  0.131
H -2.306 4.350 -1.086  0.117
H -4.616 3.642 -0.462  0.109
H -4.895 1.728 1.106  0.104
H -2.843 0.550 1.912  0.106
H 1.179 4.004 2.981  0.097
O 4.281 -3.664 -0.073  0.043
C 4.785 -2.428 -0.154  -0.270
C 6.162 -2.286 0.038  -0.017
C 6.765 -1.047 -0.020  -0.087
C 6.000 0.087 -0.271  -0.099
C 4.642 -0.046 -0.477  -0.040
C 4.006 -1.287 -0.431  -0.068
C 2.544 -1.339 -0.702  -0.460
O 1.942 -0.306 -1.138  -0.241
N 1.966 -2.510 -0.500  -0.012
N 0.619 -2.556 -0.794  -0.129
C 0.138 -3.735 -0.775  -0.895
S 1.112 -5.135 -0.279  0.961
C -0.140 -6.380 -0.740  -0.522
C -1.513 -5.771 -0.569  -0.507
S -1.481 -4.115 -1.328  0.919
H 3.302 -3.581 -0.190  0.024
H 6.733 -3.182 0.236  0.115
H 7.834 -0.966 0.129  0.102
H 6.470 1.060 -0.309  0.096
H 4.040 0.829 -0.683  0.101
H 0.006 -7.238 -0.086  0.076
H 0.039 -6.682 -1.771  0.073
H -1.773 -5.656 0.483  0.079
H -2.287 -6.342 -1.079  0.078
S -4.486 -1.613 0.155  1.018
C -3.392 -2.184 1.349  -0.397
C -2.119 -1.907 0.973  -0.345
N -1.999 -1.226 -0.203  -0.162
C -3.154 -1.000 -0.739  -0.515
H -3.743 -2.668 2.242  0.065
H -1.224 -2.166 1.514  0.069
H -3.297 -0.468 -1.667  0.039
C 0.092 -1.745 -4.049  -0.235
As -0.224 0.151 -4.266  0.674
C 1.509 0.915 -4.707  -0.239
C -1.297 0.321 -5.892  -0.262
S -1.212 1.125 -2.722  0.217
H 0.535 -2.149 -4.959  0.043
H -0.851 -2.250 -3.838  0.026
H 0.766 -1.891 -3.206  0.015
H 1.901 0.455 -5.614  0.037
H 2.186 0.722 -3.874  0.028
H 1.408 1.990 -4.855  0.036
H -0.781 -0.072 -6.768  0.033
H -1.528 1.376 -6.040  0.031
H -2.229 -0.224 -5.740  0.032

***

Record 2
# C29H32AsN2O7P3Pt

A structure of composition C29H32AsN2O7P3Pt at a distorted geometry (ωB97M-V/def2-TZVPD, the Open Molecules 2025 dataset).

ΔE to the lowest compared entry with this formula, charge and spin = 39.9 kcal per mole
net charge = 0
LUMO energy (spin up / spin down) = -1.0 / -1.0 eV
E_tot = -5139.8578 hartree

Each line ends with the Löwdin charge.
Element x y z (Å)
Pt 0.297 0.767 0.428  0.935
O 3.594 -1.644 -0.145  -0.080
P 2.238 -0.815 -0.123  0.123
O 2.455 0.619 -0.550  -0.344
O 1.573 -0.978 1.207  -0.318
O 1.392 -1.581 -1.280  -0.263
P -0.120 -1.151 -1.708  0.152
O 0.122 0.360 -2.288  -0.211
O -0.606 -2.059 -2.746  -0.273
O -0.949 -0.926 -0.465  -0.386
H 4.130 -1.442 -0.908  0.080
H 0.641 0.341 -3.093  0.087
C -0.502 -2.070 4.360  -0.020
N -0.993 -1.738 3.042  -0.168
C -1.431 -2.794 2.152  -0.011
C -0.891 -0.533 2.606  -0.291
N -0.878 0.588 2.278  0.094
H -1.330 -2.375 5.006  0.095
H -0.017 -1.199 4.797  0.099
H 0.221 -2.886 4.303  0.096
H -2.407 -3.179 2.460  0.095
H -0.704 -3.608 2.161  0.100
H -1.496 -2.402 1.137  0.074
C -1.361 3.697 0.839  -0.399
C -0.067 4.408 1.190  -0.437
As -0.298 5.842 2.550  1.303
C -1.286 4.714 3.826  -0.415
C -0.539 4.114 4.835  -0.130
C -1.131 3.251 5.738  -0.092
C -2.485 2.978 5.648  -0.092
C -3.240 3.574 4.652  -0.083
C -2.644 4.435 3.747  -0.130
C -1.819 6.766 1.722  -0.425
C -2.715 7.441 2.547  -0.139
C -3.815 8.095 2.022  -0.085
C -4.035 8.088 0.654  -0.090
C -3.124 7.465 -0.183  -0.083
C -2.016 6.826 0.347  -0.129
P -1.029 2.425 -0.447  0.950
C -0.364 3.432 -1.800  -0.352
C -1.167 4.279 -2.556  -0.086
C -0.591 5.103 -3.508  -0.075
C 0.782 5.098 -3.695  -0.075
C 1.585 4.275 -2.922  -0.063
C 1.016 3.437 -1.980  -0.094
C -2.686 1.887 -0.947  -0.333
C -3.696 1.798 0.010  -0.080
C -4.947 1.324 -0.338  -0.074
C -5.198 0.925 -1.641  -0.073
C -4.197 1.003 -2.597  -0.060
C -2.945 1.481 -2.254  -0.082
H -2.125 4.385 0.463  0.078
H -1.735 3.169 1.721  0.047
H 0.380 4.863 0.302  0.050
H 0.656 3.673 1.573  0.059
H 0.522 4.335 4.905  0.092
H -0.539 2.795 6.519  0.101
H -2.951 2.305 6.352  0.100
H -4.297 3.371 4.580  0.102
H -3.245 4.901 2.977  0.099
H -2.544 7.438 3.619  0.103
H -4.503 8.610 2.678  0.104
H -4.909 8.571 0.242  0.101
H -3.277 7.479 -1.254  0.102
H -1.300 6.369 -0.326  0.090
H -2.237 4.300 -2.398  0.112
H -1.212 5.765 -4.092  0.105
H 1.230 5.747 -4.433  0.105
H 2.657 4.297 -3.044  0.109
H 1.623 2.774 -1.378  0.081
H -3.496 2.076 1.034  0.095
H -5.721 1.253 0.413  0.105
H -6.166 0.522 -1.901  0.104
H -4.390 0.668 -3.604  0.109
H -2.159 1.522 -2.993  0.106

***

Record 3
# C29H32BF2N7OS4SiSn

A structure of composition C29H32BF2N7OS4SiSn at a distorted geometry (ωB97M-V/def2-TZVPD, the Open Molecules 2025 dataset).

ΔE to the lowest compared entry with this formula, charge and spin = 18.1 kcal per mole
net charge = +2
LUMO energy = -5.2 eV
E_tot = -3903.7384 hartree

Each line ends with the Löwdin charge.
Element x y z (Å)
Sn -0.021 0.050 -0.268  1.325
N 1.095 0.811 3.173  0.115
C 2.071 0.516 2.308  -0.697
N 1.896 0.424 1.006  -0.037
C 3.084 0.192 0.347  -0.340
C 4.169 0.099 1.155  -0.305
S 3.720 0.314 2.805  1.132
C 3.078 0.059 -1.087  -0.353
C 4.157 0.167 -1.900  -0.310
S 3.706 -0.067 -3.544  1.126
C 2.063 -0.295 -3.032  -0.661
N 1.888 -0.194 -1.736  -0.026
N 1.106 -0.507 -3.940  0.154
H 0.147 0.699 2.840  0.038
H 1.264 0.691 4.156  0.119
H 5.184 -0.093 0.874  0.089
H 5.168 0.385 -1.631  0.087
H 1.382 -0.642 -4.899  0.120
H 0.189 -0.816 -3.666  0.093
C -3.868 0.900 2.991  -0.034
N -2.966 2.024 2.874  0.047
C -1.797 1.971 2.236  -0.626
N -1.016 3.068 2.274  0.215
O -1.398 0.923 1.681  -0.168
H -4.876 1.195 2.700  0.094
H -3.891 0.535 4.019  0.090
H -3.510 0.110 2.334  0.086
H -3.225 2.874 3.348  0.152
H -1.366 3.953 2.601  0.121
H -0.197 3.079 1.689  0.114
S 0.101 -2.168 2.612  0.976
C -1.012 -3.236 3.320  -0.930
N -1.560 -4.284 2.736  -0.003
C -2.498 -5.057 3.527  -0.180
C -2.976 -4.129 4.635  -0.365
S -1.587 -2.973 4.925  1.008
H -1.280 -4.600 1.818  0.162
H -1.999 -5.948 3.927  0.140
H -3.329 -5.380 2.898  0.139
H -3.214 -4.648 5.557  0.092
H -3.826 -3.523 4.321  0.089
C -4.516 -0.105 -4.140  -0.055
C -3.464 -0.852 -3.630  -0.067
C -2.444 -0.215 -2.949  -0.141
C -2.436 1.167 -2.781  -0.304
C -3.500 1.902 -3.303  -0.090
C -4.532 1.270 -3.973  -0.055
Si -1.044 2.080 -1.864  0.737
C -1.784 3.508 -0.863  -0.300
C -2.980 3.334 -0.165  -0.132
C -3.555 4.398 0.508  -0.087
C -2.947 5.644 0.492  -0.068
C -1.763 5.829 -0.204  -0.064
C -1.181 4.765 -0.870  -0.090
C 0.410 2.597 -2.960  -0.317
C 0.290 2.598 -4.347  -0.098
C 1.364 2.944 -5.146  -0.067
C 2.576 3.291 -4.572  -0.072
C 2.705 3.306 -3.191  -0.088
C 1.632 2.958 -2.393  -0.137
H -5.314 -0.600 -4.670  0.114
H -3.449 -1.924 -3.756  0.112
H -1.639 -0.814 -2.517  0.056
H -3.516 2.973 -3.174  0.109
H -5.354 1.856 -4.355  0.115
H -3.463 2.367 -0.173  0.112
H -4.485 4.265 1.041  0.109
H -3.412 6.480 0.993  0.112
H -1.302 6.804 -0.240  0.114
H -0.269 4.917 -1.430  0.099
H -0.653 2.329 -4.796  0.105
H 1.257 2.938 -6.219  0.113
H 3.414 3.551 -5.199  0.114
H 3.648 3.581 -2.743  0.114
H 1.739 2.953 -1.313  0.101
F -1.742 -2.515 0.627  0.076
B -0.406 -2.296 0.706  -1.179
F 0.299 -3.216 0.031  0.112

***

Record 4
# C29H32BF5O2

A structure of composition C29H32BF5O2 at a distorted geometry (ωB97M-V/def2-TZVPD, the Open Molecules 2025 dataset).

ΔE to the lowest compared entry with this formula, charge and spin = 0.0 kcal per mole
net charge = 0
LUMO energy = 0.1 eV
E_tot = -1799.0113 hartree

Each line ends with the natural charge from an NBO analysis.
Element x y z (Å)
C -3.633 1.709 0.472  -0.629
C -2.514 1.455 1.458  0.241
C -1.560 2.662 1.532  -0.643
C -2.961 0.883 2.892  0.255
C -3.057 1.895 4.020  -0.631
C -4.235 0.047 2.850  -0.637
O -1.859 0.004 3.236  -0.737
B -1.038 0.051 2.121  1.191
C 0.468 -0.158 2.177  -0.385
C 1.129 -0.093 3.410  -0.162
C 2.494 0.130 3.440  -0.184
C 3.192 0.164 2.236  -0.144
C 4.655 0.537 2.292  0.976
F 5.287 0.471 1.094  -0.323
F 4.826 1.818 2.749  -0.330
F 5.369 -0.261 3.146  -0.330
C 2.582 -0.123 1.018  -0.186
C 1.206 -0.311 0.996  -0.161
C -2.593 -3.056 1.703  -0.216
C -1.832 -3.497 2.988  -0.609
C -1.627 -3.142 0.488  -0.610
O -1.705 0.361 0.942  -0.748
H -4.290 2.512 0.846  0.214
H -3.206 2.040 -0.489  0.227
H -4.233 0.800 0.283  0.221
H -2.085 3.573 1.815  0.219
H -0.733 2.490 2.239  0.219
H -1.109 2.815 0.545  0.231
H -3.843 2.628 3.803  0.212
H -3.326 1.369 4.946  0.224
H -2.106 2.422 4.177  0.221
H -5.101 0.702 2.710  0.216
H -4.193 -0.689 2.036  0.213
H -4.340 -0.490 3.802  0.226
H 0.579 -0.169 4.336  0.228
H 3.018 0.291 4.378  0.230
H 3.174 -0.174 0.108  0.235
H 0.714 -0.538 0.059  0.228
H -2.569 -1.941 1.827  0.220
H -2.215 -3.027 3.899  0.214
H -1.894 -4.580 3.093  0.209
H -0.791 -3.183 2.891  0.213
H -1.959 -2.477 -0.321  0.219
H -0.622 -2.784 0.772  0.211
H -1.610 -4.174 0.126  0.197
F -3.119 -2.572 -3.812  -0.338
C -3.725 -2.881 -2.615  0.386
C -4.285 -1.833 -1.883  -0.277
C -4.653 -2.089 -0.556  -0.206
C -4.344 -3.330 0.028  0.017
C -4.015 -3.396 1.543  -0.276
C -4.445 -4.720 2.209  -0.028
C -5.574 -4.802 3.017  -0.181
C -5.773 -5.909 3.855  -0.281
C -4.804 -6.910 3.868  0.395
F -4.933 -7.940 4.773  -0.336
C -3.689 -6.881 3.031  -0.285
C -3.572 -5.808 2.149  -0.197
C -4.035 -4.411 -0.812  -0.198
C -3.639 -4.181 -2.135  -0.283
H -4.421 -0.846 -2.328  0.234
H -5.192 -1.331 0.022  0.215
H -4.530 -2.581 2.065  0.226
H -6.303 -3.992 3.002  0.216
H -6.650 -5.980 4.497  0.234
H -2.916 -7.650 3.087  0.235
H -2.722 -5.776 1.459  0.219
H -4.038 -5.427 -0.420  0.227
H -3.221 -4.979 -2.757  0.237

***

Record 5
# C29H32BrNORhS2Si2

A structure of composition C29H32BrNORhS2Si2 at a distorted geometry (ωB97M-V/def2-TZVPD, the Open Molecules 2025 dataset).

ΔE to the lowest compared entry with this formula, charge and spin = 0.0 kcal per mole
net charge = 0
2S+1 = 6
LUMO energy (spin up / spin down) = -0.2 / -1.8 eV
E_tot = -5314.0258 hartree

Each line ends with the Mulliken spin population.
Element x y z (Å)
Rh -0.447 0.515 0.216  1.946
C -3.341 2.055 2.024  0.019
Si -1.514 2.321 1.632  0.428
C -1.230 3.933 0.659  0.061
C -0.497 2.512 3.210  0.034
C -0.911 3.524 4.076  -0.003
C -0.184 3.847 5.210  0.004
C 0.982 3.145 5.479  -0.005
C 1.397 2.133 4.633  -0.004
C 0.676 1.792 3.491  0.003
Si 0.974 0.333 2.320  0.105
C 2.144 1.187 0.986  0.329
C -0.417 -0.835 3.030  0.252
H -3.918 2.954 1.813  0.006
H -3.457 1.811 3.080  0.006
H -3.778 1.238 1.451  0.007
H -2.130 4.549 0.688  0.012
H -0.965 3.803 -0.388  -0.009
H -0.424 4.487 1.141  0.003
H -1.816 4.084 3.866  0.002
H -0.519 4.633 5.872  0.001
H 1.565 3.383 6.359  0.000
H 2.299 1.587 4.874  -0.009
H 2.842 1.704 1.646  0.020
H 1.678 1.943 0.346  -0.052
H 2.653 0.444 0.376  -0.011
H -0.490 -0.493 4.063  0.011
H -0.114 -1.875 2.984  0.015
H -1.398 -0.738 2.563  -0.018
C 2.435 1.157 -4.427  0.000
C 1.099 1.436 -3.821  0.003
C -0.037 1.719 -4.580  0.002
C -1.269 1.918 -3.975  0.009
C -1.340 1.808 -2.595  -0.002
Br -3.011 2.015 -1.749  0.027
N -0.272 1.550 -1.845  0.097
C 0.920 1.378 -2.449  0.035
H 2.633 1.812 -5.273  0.000
H 2.484 0.125 -4.778  0.001
H 3.229 1.293 -3.695  0.000
H 0.045 1.788 -5.658  0.001
H -2.158 2.143 -4.544  0.002
H 1.759 1.172 -1.797  -0.009
S 3.516 -0.411 3.628  0.438
C 2.412 -1.216 2.674  0.193
O 2.185 -2.261 2.153  0.216
S 1.150 -1.773 -1.228  0.063
C 1.352 -3.388 -1.975  0.043
C 0.313 -4.283 -2.177  0.019
C 0.573 -5.524 -2.740  0.008
C 1.862 -5.881 -3.102  -0.002
C 2.901 -4.982 -2.899  0.004
C 2.648 -3.743 -2.340  0.004
C -0.549 -1.740 -0.751  -0.020
C -1.573 -1.332 -1.664  0.330
C -2.909 -1.538 -1.356  -0.142
C -3.282 -2.185 -0.184  0.329
C -2.285 -2.672 0.687  -0.039
C -0.960 -2.470 0.411  0.223
H -0.700 -4.022 -1.901  -0.012
H -0.245 -6.214 -2.893  0.000
H 2.057 -6.852 -3.536  0.000
H 3.914 -5.249 -3.170  0.000
H 3.464 -3.049 -2.174  -0.001
H -1.284 -0.899 -2.611  0.010
H -3.665 -1.204 -2.053  0.001
H -4.328 -2.343 0.039  0.025
H -2.562 -3.208 1.585  0.007
H -0.180 -2.849 1.062  -0.015

***

Record 6
# C29H32FN4O5Pt

A structure of composition C29H32FN4O5Pt at a distorted geometry (ωB97M-V/def2-TZVPD, the Open Molecules 2025 dataset).

ΔE to the lowest compared entry with this formula, charge and spin = 37.1 kcal per mole
net charge = +1
2S+1 = 3
LUMO energy (spin up / spin down) = -3.5 / -3.5 eV
E_tot = -1938.2758 hartree

Each line ends with the Mulliken spin population.
Element x y z (Å)
Pt 0.289 0.075 0.355  1.335
C 4.604 6.250 -1.630  0.001
C 3.994 5.921 -0.271  -0.001
N 2.886 4.965 -0.378  0.007
C 3.215 3.654 -0.488  -0.002
C 2.338 2.620 -0.549  -0.020
C 2.963 1.230 -0.709  0.001
O 4.148 1.207 -1.001  0.020
O 2.221 0.203 -0.534  0.066
C 0.938 2.900 -0.499  0.020
O 0.015 2.057 -0.565  0.063
C 0.588 4.316 -0.395  0.005
C -0.756 4.682 -0.345  0.007
C -1.126 5.995 -0.311  0.002
F -2.453 6.259 -0.220  0.000
C -0.188 7.040 -0.358  0.003
C 1.150 6.668 -0.377  -0.002
C 1.560 5.329 -0.372  -0.001
N -0.555 8.400 -0.445  0.000
C 0.304 9.439 0.094  0.000
C 0.424 10.546 -0.960  0.000
N -0.885 10.616 -1.698  0.000
C -2.017 10.324 -0.764  0.000
C -1.957 8.826 -0.435  0.000
H 5.396 6.988 -1.511  0.000
H 3.849 6.647 -2.310  0.000
H 5.033 5.358 -2.084  0.000
H 3.647 6.824 0.225  0.000
H 4.745 5.473 0.377  0.000
H 4.273 3.425 -0.533  0.002
H -1.515 3.912 -0.327  0.002
H 1.913 7.430 -0.429  0.000
H 1.295 9.070 0.329  0.000
H -0.110 9.838 1.026  0.000
H 1.201 10.317 -1.685  0.000
H 0.626 11.515 -0.507  0.000
H -0.885 9.884 -2.411  0.000
H -0.998 11.513 -2.166  0.000
H -2.966 10.575 -1.230  0.000
H -1.887 10.952 0.114  0.000
H -2.509 8.281 -1.196  0.000
H -2.449 8.654 0.527  0.000
C -2.589 0.651 1.100  0.016
O -1.951 -0.370 0.357  0.075
C -2.215 -1.671 0.853  -0.009
C -1.465 -2.634 -0.043  0.001
O -0.079 -2.399 0.081  0.043
C 0.558 -3.158 1.102  -0.007
H -3.674 0.505 1.102  0.001
H -2.350 1.591 0.606  -0.004
H -2.225 0.679 2.132  -0.010
H -3.288 -1.890 0.841  0.003
H -1.843 -1.751 1.881  0.001
H -1.725 -2.431 -1.083  -0.001
H -1.720 -3.670 0.196  0.001
H 0.465 -4.226 0.889  0.000
H 0.139 -2.943 2.089  0.001
H 1.608 -2.876 1.092  0.000
N -0.474 -0.474 10.293  0.000
C -0.427 -0.408 9.147  0.000
C -0.365 -0.316 7.721  -0.001
C -0.447 0.928 7.097  0.001
C -0.380 1.021 5.721  -0.001
C -0.228 -0.127 4.936  -0.008
C -0.148 -1.371 5.570  -0.001
C -0.214 -1.467 6.946  0.001
C -0.142 -0.036 3.513  -0.137
C -0.076 0.050 2.304  0.528
H -0.565 1.823 7.693  0.000
H -0.440 1.986 5.237  0.000
H -0.024 -2.261 4.970  0.000
H -0.149 -2.434 7.425  0.000